(1)
ORCA calculation (the ωB97M-V functional and the def2-TZVPD basis) on a 2-piece molecular cluster, C6H11N2 overall.

Its total charge is +1. For the relative energy (zero: lowest compared OMol25 entry of this formula, charge and spin), the calculation gives 190.6 kJ/mol. For the strongest force on any atom, the calculation gives 2.654 eV/Å. As for the total energy: -344.442531 Eh. Its frontier orbital gap is 6.71 eV.

Structure (XYZ):
```
19
Properties=species:S:1:pos:R:3:lowdin_charge:R:1
C -0.105 0.126 -2.419 -0.041
C -0.673 -0.481 -1.192 0.055
C -0.736 0.209 -0.013 -0.225
C -0.302 1.520 0.253 0.021
N -0.666 1.776 1.463 0.116
C -1.307 0.697 2.064 -0.029
C -1.344 -0.290 1.188 0.011
N 2.504 -1.906 0.725 0.039
H -0.886 0.615 -2.993 0.113
H 0.183 -0.697 -3.086 0.101
H -1.214 -1.406 -1.344 0.144
H 2.729 -2.721 0.205 0.003
H -0.029 2.369 -0.350 0.165
H -0.436 2.673 1.850 0.183
H -1.736 0.762 3.044 0.139
H -1.766 -1.263 1.372 0.140
H 0.777 0.744 -2.279 0.095
H 3.298 -1.374 1.027 0.009
H 1.711 -1.353 0.485 -0.039
```

=====

(2)
ORCA calculation (the ωB97M-V functional and the def2-TZVPD basis) on one molecule with the formula C3H3FO.

Its SMILES is O=C=CCF. For the relative energy (zero: lowest compared OMol25 entry of this formula, charge and spin), the calculation gives 33.5 kJ/mol. For the strongest force on any atom, the calculation gives 3.123 eV/Å. As for the total energy: -291.162949 Eh. Its frontier orbital gap is 9.96 eV.

Structure (XYZ):
```
8
Properties=species:S:1:pos:R:3:lowdin_charge:R:1
O -2.311 1.047 -0.498 0.179
C -1.525 0.315 -0.057 -0.172
C -0.374 0.015 0.530 -0.075
C 0.844 -0.340 -0.250 -0.211
F 1.844 0.641 -0.105 -0.071
H -0.374 0.006 1.622 0.118
H 0.617 -0.393 -1.322 0.118
H 1.280 -1.291 0.081 0.113
```